ORCA calculation (ωB97M-V/def2-TZVPD) on 5 unconnected molecules or ions with the total composition C25H55BO11P2.

CARTESIAN COORDINATES (ANGSTROEM)
C: 3.5487 3.9997 1.0521
O: 2.3085 3.3414 1.2935
B: 1.3387 3.3113 0.3578
O: 1.3545 4.2298 -0.6674
P: -0.1504 2.0042 0.4413
O: -0.6491 2.0908 2.0231
C: -1.6931 3.0174 2.3528
C: -3.1004 2.5899 1.8921
C: -3.1511 1.0620 1.7941
C: -3.6994 3.3363 0.6473
C: -4.0860 2.4052 -0.5067
C: -2.8558 4.4908 0.1067
P: 1.1443 0.2456 0.6417
C: -0.0881 -1.1306 0.5068
C: 1.7457 0.3112 -1.1143
H: 3.4585 5.0749 1.2073
H: 3.8947 3.8193 0.0343
H: 4.2681 3.5909 1.7577
H: 0.9743 3.9163 -1.4872
H: -1.4228 4.0124 1.9927
H: -1.6716 3.0579 3.4420
H: -3.7686 2.8254 2.7233
H: -2.6914 0.6247 2.6843
H: -2.6072 0.6783 0.9324
H: -4.1790 0.7009 1.7579
H: -4.6309 3.7863 1.0021
H: -4.9103 1.7441 -0.2380
H: -3.2379 1.8052 -0.8435
H: -4.4103 3.0026 -1.3620
H: -3.3788 4.9539 -0.7324
H: -2.7036 5.2764 0.8495
H: -1.8822 4.1552 -0.2591
H: 0.3476 -1.9090 -0.1233
H: -0.2524 -1.5515 1.4980
H: -1.0445 -0.8353 0.0730
H: 0.9991 0.7301 -1.7957
H: 1.9806 -0.6989 -1.4497
H: 2.6442 0.9280 -1.1726
O: -6.4994 4.1598 3.6132
C: -6.6333 3.2206 4.3496
O: -5.8201 2.1592 4.1887
C: -5.7746 1.0524 5.0976
C: -6.8439 0.0257 4.7913
C: -7.7182 3.1740 5.3993
H: -5.8152 1.4033 6.1303
H: -4.7850 0.6256 4.9398
H: -7.8447 0.4345 4.9323
H: -6.7314 -0.8359 5.4517
H: -6.7571 -0.3052 3.7566
H: -8.6270 2.8017 4.9251
H: -7.8998 4.1912 5.7350
H: -7.4922 2.5442 6.2549
O: 1.7843 -4.2528 -3.6696
C: 2.9434 -3.9542 -3.5657
O: 3.2523 -2.7090 -3.1517
C: 4.5961 -2.3131 -2.8335
C: 5.3849 -1.8878 -4.0496
C: 4.0528 -4.9084 -3.9428
H: 5.1114 -3.0982 -2.2812
H: 4.4690 -1.4723 -2.1528
H: 5.5251 -2.7138 -4.7468
H: 6.3671 -1.5437 -3.7330
H: 4.8732 -1.0829 -4.5793
H: 4.2260 -4.8128 -5.0153
H: 3.7033 -5.9177 -3.7432
H: 4.9935 -4.7380 -3.4269
O: -7.1284 -0.6938 1.4001
C: -6.6089 -1.5096 0.6866
O: -5.2723 -1.4693 0.5345
C: -4.5238 -2.4899 -0.1393
C: -4.4846 -2.2737 -1.6365
C: -7.4156 -2.5289 -0.0818
H: -4.8998 -3.4787 0.1272
H: -3.5230 -2.4011 0.2809
H: -5.4774 -2.3452 -2.0810
H: -3.8450 -3.0226 -2.1046
H: -4.0820 -1.2855 -1.8593
H: -7.7376 -2.0673 -1.0160
H: -8.2998 -2.7645 0.5040
H: -6.8807 -3.4446 -0.3156
O: 7.8494 -3.2216 -2.6788
C: 9.0109 -2.9850 -2.4791
O: 9.3385 -1.7649 -2.0112
C: 10.6718 -1.4159 -1.6119
C: 11.5203 -0.9712 -2.7831
C: 10.0952 -3.9840 -2.8008
H: 11.1313 -2.2368 -1.0605
H: 10.5305 -0.5968 -0.9093
H: 11.6661 -1.7757 -3.5039
H: 12.5004 -0.6483 -2.4305
H: 11.0442 -0.1363 -3.2964
H: 10.3543 -3.8710 -3.8541
H: 9.6832 -4.9788 -2.6568
H: 10.9997 -3.8787 -2.2093

Computed properties:
structure (SMILES)	COB(O)P(OC[C@H](C)C(C)C)#P(C)C.CCOC(C)=O.CCOC(C)=O.CCOC(C)=O.CCOC(C)=O

=====

ORCA calculation (ωB97M-V/def2-TZVPD) on 2 unconnected molecules or ions with the total composition CHF3O.

CARTESIAN COORDINATES (ANGSTROEM)
C: -2.9381 -0.3991 0.1804
O: -2.7465 -1.5045 0.4900
F: -2.4132 0.1374 -0.9573
F: -3.5384 0.6042 0.7287
F: 0.0610 0.7573 0.8623
H: -0.0252 -0.0781 0.4357

Computed properties:
structure (SMILES)	O=C(F)F.F

=====

ORCA calculation (ωB97M-V/def2-TZVPD) on 12 unconnected molecules or ions with the total composition C52H136N16O20.

CARTESIAN COORDINATES (ANGSTROEM)
C: -4.6440 4.4330 -7.8301
O: -4.7891 3.4271 -6.8385
C: -3.9935 2.3010 -6.9757
C: -3.1343 2.1466 -5.7847
N: -2.0214 1.1491 -5.8962
C: -1.1622 1.1588 -4.7210
C: 0.2029 1.7239 -5.0504
O: 0.9508 2.0062 -3.8658
C: 2.0605 2.8335 -4.1069
H: -3.5631 4.5337 -8.0543
H: -5.0046 5.4145 -7.4445
H: -5.1992 4.2170 -8.7293
H: -3.3255 2.4427 -7.8368
H: -4.5923 1.4249 -7.1772
H: -3.7839 1.8446 -4.9525
H: -2.7849 3.1821 -5.7053
H: -1.5272 1.2658 -6.7677
H: -1.0606 0.1733 -4.3609
H: -1.6692 1.7746 -3.9590
H: 0.1048 2.6779 -5.5535
H: 0.7980 1.0394 -5.7383
H: 2.5945 2.8691 -3.1901
H: 1.7848 3.8469 -4.3834
H: 2.6188 2.5581 -4.9455
C: -4.9726 3.1740 -0.5491
O: -4.0123 4.2665 -0.3556
C: -2.7696 4.2661 -1.0833
C: -2.9047 4.3035 -2.5961
N: -3.8251 5.3136 -3.0611
C: -4.0000 5.4558 -4.4662
C: -4.3674 6.9290 -4.7130
O: -5.7293 7.0989 -4.3806
C: -6.2003 8.4516 -4.5260
H: -4.6345 2.1460 -0.3504
H: -5.3835 3.2182 -1.5328
H: -5.7287 3.3237 0.2402
H: -2.1711 3.4522 -0.7511
H: -2.2379 5.1779 -0.7864
H: -3.2610 3.2966 -2.9890
H: -1.8657 4.4604 -2.9754
H: -4.6678 5.2085 -2.5835
H: -4.6410 4.7292 -4.9260
H: -3.0009 5.2809 -4.8463
H: -4.2183 7.0824 -5.7811
H: -3.7205 7.6004 -4.1732
H: -5.3495 9.0252 -4.6536
H: -6.6564 8.7357 -3.5672
H: -6.7644 8.4515 -5.4232
C: 8.8814 -0.6572 0.7766
O: 7.8440 -1.0431 -0.1266
C: 7.9852 -2.4193 -0.4794
C: 7.2117 -2.7434 -1.7693
N: 5.7615 -2.2852 -1.7919
C: 5.1284 -2.8180 -2.9705
C: 3.6702 -2.3146 -2.9876
O: 3.1188 -2.7268 -4.1994
C: 1.6673 -2.7031 -4.1807
H: 8.8155 0.3944 0.9307
H: 9.8723 -0.9311 0.3431
H: 8.7404 -1.2608 1.6430
H: 7.6925 -3.1176 0.3133
H: 9.0525 -2.5419 -0.7171
H: 7.2902 -3.8476 -1.9505
H: 7.6435 -2.2249 -2.6204
H: 5.9391 -1.3330 -1.9459
H: 5.0533 -3.8982 -2.9279
H: 5.5849 -2.6300 -3.9456
H: 3.7516 -1.1969 -2.8467
H: 3.1585 -2.8531 -2.1648
H: 1.3550 -2.4326 -3.1708
H: 1.2557 -3.7270 -4.5041
H: 1.2412 -1.8998 -4.8183
C: 0.8545 4.2390 2.2335
O: 1.6233 3.0748 1.8382
C: 1.8612 3.0779 0.4241
C: 2.8818 2.0304 0.2105
N: 4.2350 2.4795 0.5085
C: 5.3607 1.6772 0.0247
C: 5.7354 1.9294 -1.4235
O: 4.9421 1.1190 -2.2447
C: 5.5577 1.0007 -3.5280
H: 1.5418 5.0915 2.0659
H: 0.7376 4.2189 3.2897
H: -0.0921 4.2119 1.6990
H: 2.0733 4.1264 0.0352
H: 0.8934 2.8542 -0.0496
H: 2.7683 1.7565 -0.8591
H: 2.6251 1.1215 0.7312
H: 4.3301 2.7432 1.4656
H: 5.1986 0.5858 0.1938
H: 6.1859 1.9048 0.6018
H: 6.8501 1.6904 -1.5404
H: 5.6029 2.9718 -1.7663
H: 6.5852 0.6786 -3.3307
H: 5.5972 2.0767 -3.9452
H: 4.9748 0.3077 -4.1279
C: -4.1103 -0.4763 1.9548
O: -3.4015 -1.3202 2.8366
C: -4.0400 -1.6760 4.0445
C: -4.2908 -0.4819 5.0639
N: -4.9908 -0.9407 6.2344
C: -4.2515 -1.7885 7.2038
C: -5.0950 -2.0576 8.4129
O: -4.5292 -2.9810 9.2930
C: -5.2999 -3.1344 10.4774
H: -5.0021 -1.0154 1.6440
H: -3.4706 -0.2966 1.1140
H: -4.3557 0.4618 2.4539
H: -3.3682 -2.4447 4.5440
H: -5.0041 -2.1172 3.6899
H: -4.8945 0.2342 4.6344
H: -3.2726 -0.0069 5.1791
H: -5.5253 -0.1230 6.6793
H: -3.2833 -1.3425 7.3898
H: -4.0763 -2.7936 6.7782
H: -6.0301 -2.3875 7.9879
H: -5.4221 -1.1220 8.9328
H: -4.7462 -3.8429 11.0837
H: -6.2120 -3.6503 10.3283
H: -5.5249 -2.0928 10.8636
C: 2.2820 1.7568 5.6236
O: 2.7890 1.9430 4.3686
C: 3.5943 0.9418 3.7987
C: 5.0507 1.3020 4.0103
N: 5.3746 2.6380 3.5246
C: 6.8007 2.9309 3.5347
C: 6.9157 4.2919 2.8070
O: 8.2270 4.7350 2.4812
C: 9.0332 5.2835 3.5658
H: 2.9666 1.3678 6.3819
H: 1.4640 0.9602 5.7076
H: 1.8536 2.6245 6.0568
H: 3.3134 0.7547 2.7692
H: 3.4464 -0.0049 4.3034
H: 5.5291 0.5988 3.3037
H: 5.3860 1.0840 5.0191
H: 4.8439 3.3670 3.9788
H: 7.3819 2.2672 2.9346
H: 7.2414 2.9485 4.5478
H: 6.3845 5.1080 3.2129
H: 6.4054 4.0952 1.8159
H: 9.3251 4.4979 4.2370
H: 8.5410 5.9813 4.2399
H: 9.9477 5.6272 3.0851
C: -3.5801 -4.0990 -6.1079
O: -3.5506 -3.5936 -4.7553
C: -4.0822 -2.2680 -4.5992
C: -3.8383 -1.8733 -3.1145
N: -4.4837 -2.7334 -2.1328
C: -3.8156 -2.5994 -0.9081
C: -4.3992 -3.5802 0.1610
O: -4.0291 -4.8904 -0.2422
C: -5.1100 -5.8665 -0.2187
H: -2.8136 -3.6886 -6.7270
H: -4.5690 -3.8248 -6.6292
H: -3.4562 -5.1559 -6.1277
H: -5.1872 -2.1664 -4.8928
H: -3.4864 -1.5681 -5.2065
H: -4.2748 -0.8924 -2.9510
H: -2.7767 -1.7812 -2.9411
H: -4.4398 -3.6657 -2.4924
H: -3.8958 -1.5909 -0.5603
H: -2.7705 -2.9097 -1.0375
H: -5.5325 -3.5411 0.1250
H: -3.9882 -3.3865 1.1604
H: -5.8645 -5.5679 -0.9836
H: -5.5100 -5.9438 0.7939
H: -4.7457 -6.8930 -0.4643
C: -2.8096 -5.1810 3.8342
O: -1.6358 -5.8637 3.3363
C: -0.5021 -4.9298 3.2615
C: 0.3148 -5.4358 2.0195
N: -0.3165 -4.9654 0.8009
C: 0.4915 -5.4551 -0.3644
C: 0.2712 -4.7716 -1.6484
O: 0.7470 -5.5820 -2.7272
C: -0.0840 -6.5126 -3.3738
H: -3.6816 -5.8523 3.8910
H: -3.1709 -4.3809 3.1363
H: -2.6401 -4.6002 4.7531
H: 0.1141 -4.9084 4.2083
H: -0.9401 -3.9434 3.0884
H: 0.2845 -6.5497 2.0901
H: 1.3411 -5.0943 2.0959
H: -1.2749 -5.3340 0.7825
H: 0.3747 -6.5569 -0.5104
H: 1.5306 -5.4218 -0.0798
H: 0.7334 -3.8098 -1.7634
H: -0.8322 -4.6791 -1.7472
H: -0.4790 -7.1740 -2.5815
H: 0.3779 -7.2023 -4.0358
H: -0.9743 -6.1217 -3.9539
C: 3.0623 -1.8800 1.5951
O: 2.1124 -1.7996 2.3784
N: 3.0108 -1.8005 0.2781
N: 4.3237 -2.0032 2.1211
H: 3.8055 -1.8375 -0.3503
H: 2.0990 -1.7427 -0.1169
H: 5.1841 -2.3160 1.6404
H: 4.3445 -1.8897 3.1088
C: -0.3020 -1.9006 5.0206
O: -1.2041 -2.1069 5.8242
N: -0.4562 -1.4150 3.7396
N: 1.0406 -2.0882 5.4502
H: 0.3813 -1.5060 3.1405
H: -1.4270 -1.6260 3.3689
H: 1.0788 -2.5922 6.3087
H: 1.7385 -2.1921 4.7366
C: -2.2888 2.4933 2.2803
O: -2.3250 2.0987 1.1322
N: -1.5498 1.9057 3.2181
N: -3.0567 3.5894 2.6123
H: -1.0881 1.0389 3.0866
H: -1.6480 2.1839 4.1879
H: -2.9307 4.1395 3.4540
H: -3.3276 4.0117 1.7746
C: -0.2232 -0.3541 -0.7308
O: 0.6825 -0.9744 -1.3238
N: -0.6382 0.9128 -1.0658
N: -0.8745 -1.0356 0.2709
H: -1.2961 1.5119 -0.5651
H: -0.1124 1.3523 -1.7684
H: -0.3372 -1.7811 0.7258
H: -1.1348 -0.3439 0.9757

Computed properties:
structure (SMILES)	COCCNCCOC.COCCNCCOC.COCCNCCOC.COCCNCCOC.COCCNCCOC.COCCNCCOC.COCCNCCOC.COCCNCCOC.NC(N)=O.NC(N)=O.NC(N)=O.NC(N)=O

=====

ORCA calculation (ωB97M-V/def2-TZVPD) on 2 unconnected molecules or ions with the total composition C5H11NO.

CARTESIAN COORDINATES (ANGSTROEM)
C: 1.8634 0.8667 -2.5204
C: 1.7034 1.1767 -1.2489
N: 0.4727 1.3343 -0.5186
C: -0.5176 0.2256 -0.7064
C: -2.5444 1.0482 0.4376
C: -1.4267 0.3327 0.4736
H: 1.0248 1.0753 -3.1761
H: 2.6991 0.4579 -3.0577
H: 2.4806 1.2231 -0.4834
H: -0.0220 2.1900 -0.7518
H: 0.0825 -0.6730 -0.8638
H: -1.0181 0.4277 -1.6588
H: -3.1401 1.2612 1.3141
H: -2.9528 1.2603 -0.5423
H: -0.8922 0.2381 1.4201
H: 0.3456 -4.8130 3.8239
H: 0.7971 -3.3764 3.8732
O: 1.0447 -4.2555 4.1857

Computed properties:
structure (SMILES)	C=CCNC=C.O

=====

ORCA calculation (ωB97M-V/def2-TZVPD) on a single C4H2O2 molecule.

CARTESIAN COORDINATES (ANGSTROEM)
O: -1.5196 -1.2776 1.0628
C: -1.2491 -0.5059 0.1864
C: -0.4142 0.7595 0.4368
O: -0.8233 1.7685 0.9522
C: 0.9228 0.5020 -0.0894
C: 1.8610 -0.0540 -0.6006
H: -1.4828 -0.6686 -0.8915
H: 2.6813 -0.5792 -1.0383

Computed properties:
structure (SMILES)	C#CC(=O)C=O

=====

ORCA calculation (ωB97M-V/def2-TZVPD) on 11 unconnected molecules or ions with the total composition C37H26Cl40F3NO8S3.

CARTESIAN COORDINATES (ANGSTROEM)
C: -1.9529 -3.7567 -4.0978
C: -1.1207 -4.3622 -2.7990
C: -0.3340 -3.1803 -1.9317
C: 1.2899 -2.9455 -2.2573
C: 2.1463 -3.7996 -3.3657
C: 2.3315 -5.3305 -2.7175
C: 1.5073 -3.8097 -4.8786
C: 2.6898 -4.4666 -5.8619
C: 2.0763 -1.7623 -1.3745
C: 3.6864 -1.3839 -1.6141
C: 4.7085 -2.3654 -0.7833
O: 6.0013 -2.3723 -1.2095
C: 1.3271 -0.8674 -0.1897
C: -0.2997 -1.1394 0.0899
C: -1.1553 -2.2781 -0.7874
S: -2.9804 -2.4426 -0.4038
O: -3.6281 -1.0042 -0.3373
O: -3.8089 -3.2167 -1.4625
C: -3.2695 -3.3742 1.2397
F: -1.9895 -3.7535 1.9087
F: -4.1769 -2.5715 2.1428
F: -3.9968 -4.6649 0.9812
C: -0.9655 -0.2111 1.2832
O: -1.9132 -0.5976 2.1398
C: -0.3797 1.3417 1.4911
C: -1.3029 2.6175 1.9718
C: -0.6176 4.1208 2.1996
C: 0.9856 4.4056 1.9694
C: 1.7571 5.8318 2.2116
C: 0.8549 7.1687 1.8918
C: -0.1700 7.5964 3.1252
S: -0.2608 9.4406 3.4408
O: -0.1297 10.2343 2.1158
O: -1.5998 9.7550 4.2151
O: 0.9952 10.0331 4.4750
C: 1.8948 3.1135 1.4429
N: 3.3964 3.3493 1.2174
C: 3.9218 3.1764 2.5044
S: 4.5892 3.3130 4.0991
C: 1.2443 1.6267 1.2108
C: 2.1004 0.2769 0.7318
O: 3.3584 0.1937 1.1695
H: -1.6683 -4.4143 -5.0482
H: -1.6320 -2.6380 -4.3179
H: -3.1059 -3.8868 -3.9391
H: -1.8585 -4.8777 -2.0148
H: -0.4150 -5.2134 -3.1803
H: 3.2649 -3.4013 -3.4893
H: 3.4949 -5.5809 -2.6803
H: 1.9176 -5.3018 -1.6006
H: 1.8178 -6.1453 -3.3820
H: 0.5795 -4.5478 -5.0035
H: 1.1311 -2.7637 -5.2611
H: 2.4926 -4.2829 -7.0006
H: 2.5850 -5.6437 -5.6990
H: 3.7677 -4.1892 -5.4951
H: 3.9979 -1.4814 -2.7620
H: 3.9204 -0.2464 -1.3407
H: 4.4075 -3.0481 0.1230
H: -2.4558 2.4894 2.1627
H: -1.2869 5.0145 2.5626
H: 2.7789 5.8847 1.6174
H: 2.0653 5.9163 3.3615
H: 1.6314 8.0702 1.7986
H: 0.2959 7.0323 0.8663
H: -1.2522 7.2262 2.7862
H: 0.1794 7.0884 4.1370
H: 0.7115 10.9473 4.8048
C: 1.0510 -3.2782 3.5347
Cl: 0.7709 -2.4296 1.9933
Cl: -0.0062 -2.5892 4.7926
Cl: 0.6847 -5.0103 3.3343
Cl: 2.7547 -3.0836 4.0187
C: -2.8474 -4.3429 7.7435
Cl: -3.4249 -2.8029 8.4285
Cl: -3.2174 -4.3938 6.0014
Cl: -1.0865 -4.4753 7.9807
Cl: -3.6607 -5.6998 8.5634
C: 5.2388 2.0467 7.9180
Cl: 5.5744 3.3937 6.8012
Cl: 3.5361 2.1167 8.4381
Cl: 5.5437 0.4987 7.0902
Cl: 6.3008 2.1776 9.3427
C: 1.5584 8.1932 7.6071
Cl: 1.2869 7.3537 9.1549
Cl: 0.2627 9.3876 7.3440
Cl: 3.1332 9.0254 7.6510
Cl: 1.5508 7.0063 6.2782
C: -5.3674 -5.8558 -5.5207
Cl: -6.4958 -7.0928 -6.1299
Cl: -5.5112 -4.3816 -6.5110
Cl: -5.7631 -5.4739 -3.8260
Cl: -3.6993 -6.4750 -5.6162
C: -0.7637 -0.6384 -6.8424
Cl: -0.4280 0.7086 -7.9592
Cl: -2.4664 -0.5684 -6.3223
Cl: -0.4588 -2.1864 -7.6702
Cl: 0.2983 -0.5075 -5.4177
C: 0.9606 -9.1927 -4.4513
Cl: 0.6890 -10.0322 -2.9034
Cl: -0.3352 -7.9983 -4.7144
Cl: 2.5354 -8.3605 -4.4073
Cl: 0.9530 -10.3797 -5.7801
C: -2.2237 5.3709 -1.4583
Cl: -1.5911 5.9707 -3.0122
Cl: -0.9102 5.3392 -0.2549
Cl: -3.5236 6.4489 -0.8904
Cl: -2.8698 3.7247 -1.6758
C: -6.2474 -8.8657 -9.9185
Cl: -5.0233 -10.0339 -10.4767
Cl: -5.4710 -7.6412 -8.8830
Cl: -6.9919 -8.0672 -11.3265
Cl: -7.5033 -9.7207 -8.9877
C: -0.1943 13.7739 5.9474
Cl: -1.7332 13.7276 5.0507
Cl: 0.0463 12.2249 6.7945
Cl: 1.1491 14.0428 4.8083
Cl: -0.2394 15.1002 7.1364

=====

ORCA calculation (ωB97M-V/def2-TZVPD) on a molecular structure, C8H12BrN4S.

CARTESIAN COORDINATES (ANGSTROEM)
C: 2.3929 0.3956 -0.4372
C: 3.1035 -0.9633 1.3541
C: 3.4069 -0.1384 0.3361
C: 1.1530 0.0802 0.0644
C: -1.7052 -1.5538 -0.8062
C: -0.1289 0.5324 -0.4518
C: -0.1878 1.8058 -1.2875
C: -1.1545 1.2149 1.5870
N: -0.7757 -1.1040 -1.5609
N: -1.9610 -0.8987 0.4620
N: -2.6099 -2.4911 -1.2555
N: -1.3924 0.4401 0.4003
S: 1.4451 -1.0540 1.4460
Br: 5.1538 0.3553 -0.2099
H: 2.6019 0.9273 -1.3297
H: 3.8486 -1.4005 1.9864
H: -0.0118 2.5574 -0.5921
H: -1.1930 1.9603 -1.7177
H: 0.6100 1.6688 -2.0297
H: -2.1044 1.5338 1.9578
H: -0.5561 0.7844 2.2649
H: -0.6119 2.0733 1.3206
H: -1.6292 -1.4629 1.2585
H: -2.3597 -3.1304 -1.9773
H: -3.1556 -2.9902 -0.4543
H: -2.1787 0.8579 -0.3281

Computed properties:
total charge	+1

=====

no.,calculated total energy (eV)
1,-68595.8981
2,-11253.2037
3,-120911.6943
4,-8898.4423
5,-8271.9645
6,-598179.8121
7,-95317.7907